DFT (ωB97M-V with the def2-TZVPD basis set) results for a cluster of 2 separate species, C2H2N3O in total at a distorted geometry.

Each line ends with the Mulliken charge.
Element x y z (Å)
O  -1.5806  0.4505  1.6878  -0.124
N  1.7528  1.0897  -0.4616  0.486
N  0.7234  0.3775  -0.2698  0.055
N  2.4562  1.9432  -0.4353  -0.319
C  0.2114  -0.6791  -0.7178  -0.192
C  -1.7760  -0.4624  0.9988  0.350
H  0.4308  -1.1941  -1.6236  0.345
H  -2.2180  -1.5253  0.8216  0.399

For the HOMO-LUMO gap (spin up / spin down), the calculation gives 7.77 / 7.77 eV. For the relative energy (zero: lowest compared OMol25 entry of this formula, charge and spin), the calculation gives 117.0 kcal per mole. The calculation puts the LUMO energy (spin up / spin down) at -5.97 / -5.97 eV. As for the highest occupied orbital energy (spin up / spin down): -13.743 / -13.742 eV. The largest force on an atom is 4.167 eV Å⁻¹. As for the net charge: +1.